Entry 1:
Computed, not measured: a cluster of 2 separate species, CH4Cl2NOP in total, with ωB97M-V/def2-TZVPD.

Output
* frontier orbital gap (spin up / spin down): 7.039 / 8.620 eV
* net charge: 0

Geometry (Å):
1 H -2.12 -0.61 -2.28
2 C 0.23 1.74 1.33
3 Cl -0.11 -1.86 -0.24
4 O 1.26 -0.07 -2.20
5 Cl 1.58 0.75 1.65
6 H 0.24 2.58 0.67
7 H -0.85 -0.36 -3.50
8 N -1.13 -0.59 -2.61
9 P 0.05 -0.25 -1.44
10 H -0.45 1.67 2.19

Results of the Löwdin charge analysis, in e, for atoms 1 through 2: 0.07, -0.52



Entry 2:
Computed, not measured: an isolated molecule of CH4Cl2NPS, with ωB97M-V/def2-TZVPD.

Output
* frontier orbital gap: 9.985 eV
* SMILES: CNP(=S)(Cl)Cl
* net charge: 0

Geometry (Å):
1 H -2.44 -0.02 0.29
2 Cl 1.37 -0.38 -2.15
3 N -0.44 -0.84 0.11
4 H -1.41 0.87 -0.88
5 H -0.86 1.06 0.75
6 C -1.34 0.32 0.09
7 S 2.53 -1.31 0.92
8 Cl 1.47 1.73 -0.08
9 H -0.22 -1.12 1.12
10 P 1.35 -0.29 -0.18

Results of the Löwdin charge analysis, in e, for atoms 1 through 2: 0.11, 0.29



Entry 3:
Computed, not measured: an isolated molecule of CH4Cl2P2, with ωB97M-V/def2-TZVPD.

Output
* frontier orbital gap: 7.482 eV
* SMILES: P[PH2]=C(Cl)Cl
* net charge: 0

Geometry (Å):
1 C 0.15 -2.22 -1.50
2 P 0.58 1.25 -0.08
3 H 1.96 0.73 -0.06
4 Cl 1.70 -2.72 -2.22
5 P 0.24 -0.85 -0.18
6 Cl -1.03 -1.68 -2.64
7 H 0.61 -1.76 0.75
8 H -1.09 -0.99 -0.04
9 H 0.60 1.45 1.33

Results of the Löwdin charge analysis, in e, for atoms 1 through 2: -1.38, 0.53



Entry 4:
Computed, not measured: a cluster of 2 separate species, CH4Cl2Si in total, with ωB97M-V/def2-TZVPD.

Output
* frontier orbital gap: 8.046 eV
* net charge: 0

Geometry (Å):
1 H -1.32 -1.34 -0.89
2 H -1.95 -0.47 0.53
3 H -1.38 0.40 -0.96
4 C -1.22 -0.42 -0.32
5 Cl 0.89 1.88 -0.48
6 H 1.30 1.62 -3.21
7 Cl 2.29 1.18 -3.90
8 Si 0.50 0.04 0.42

Results of the Löwdin charge analysis, in e, for atoms 1 through 2: 0.01, 0.03



Entry 5:
Computed, not measured: the ion CH4ClFOP with charge +1, with ωB97M-V/def2-TZVPD.

Output
* frontier orbital gap (spin up / spin down): 7.861 / 7.215 eV
* net charge: +1
* spin multiplicity: 3

Geometry (Å):
1 H 0.27 -0.68 -1.58
2 P 1.13 0.55 0.25
3 Cl 3.12 -0.08 -0.26
4 F 1.10 2.03 -0.12
5 H 1.07 1.09 2.49
6 O 0.83 0.40 1.74
7 C -0.19 -0.23 -0.65
8 H -0.40 -1.10 -0.01
9 H -0.86 0.61 -0.80

Results of the Löwdin charge analysis, in e, for atoms 1 through 2: 0.09, 0.34



Entry 6:
Computed, not measured: an isolated molecule of CH4ClN2P, with ωB97M-V/def2-TZVPD.

Output
* frontier orbital gap: 9.045 eV
* SMILES: C/N=N/PCl
* net charge: 0

Geometry (Å):
1 Cl 3.91 0.99 -1.01
2 P 2.08 1.63 -1.53
3 N -0.02 0.50 -0.62
4 C -0.61 -0.62 0.05
5 H 2.13 2.47 -0.49
6 H -1.57 -0.85 -0.35
7 H -0.70 -0.26 1.04
8 N 1.26 0.49 -0.73
9 H -0.12 -1.63 0.19

Results of the Löwdin charge analysis, in e, for atoms 1 through 2: 0.14, 0.39



Entry 7:
Computed, not measured: an isolated molecule of CH4ClN3, with ωB97M-V/def2-TZVPD.

Output
* frontier orbital gap: 10.071 eV
* SMILES: ClN1CNN1
* net charge: 0

Geometry (Å):
1 H -1.29 -0.49 -1.53
2 Cl -1.75 0.20 1.39
3 N 0.54 0.51 -0.82
4 H 1.46 -0.80 0.42
5 H 0.14 1.38 -0.66
6 H 0.98 0.71 1.19
7 N -0.50 -0.83 0.56
8 N -0.37 -0.63 -1.04
9 C 0.80 -0.05 0.51

Results of the Löwdin charge analysis, in e, for atoms 1 through 2: 0.11, 0.44



Entry 8:
Computed, not measured: a structure of composition CH4ClN3O, with ωB97M-V/def2-TZVPD.

Output
* frontier orbital gap (spin up / spin down): 5.766 / 8.456 eV
* net charge: 0
* spin multiplicity: 3

Geometry (Å):
1 Cl 1.94 -0.91 -1.64
2 N 0.00 0.52 -0.11
3 H 0.60 -0.08 1.59
4 N 0.97 0.34 0.81
5 H -1.88 0.92 -0.07
6 C 0.32 -0.87 -1.32
7 N -1.21 0.62 0.53
8 O -0.55 -1.45 -1.79
9 H 1.54 1.11 1.02
10 H -1.73 -0.20 0.97

Results of the Löwdin charge analysis, in e, for atoms 1 through 2: 0.68, -0.18



The records above yield ΔE to the lowest compared entry with this formula, charge and spin values of 81.81; 6.21; 94.66; 70.89; 15.95; 6.09; 85.03; 59.43 kcal per mole, respectively.